Formula: C4H8NO2
Source: OMol25
Level of theory: the ωB97M-V functional and the def2-TZVPD basis

Calculated values
- SMILES = C=C[C@]([NH3+])(O)C=O
- total charge = +1
- lowest unoccupied orbital energy (eV) = -4.4
- 2S+1 = 1

```
15
Properties=species:S:1:pos:R:3:lowdin_charge:R:1
C -1.5612 -1.4712 -0.3815 0.118
C -0.3450 -1.2184 0.1161 -0.063
C 0.2940 0.0922 -0.0645 -0.340
N -0.2997 1.3453 0.6230 0.252
O 0.4865 0.7704 -1.5114 0.012
C 1.7197 0.1091 0.4100 -0.108
O 1.9550 0.8312 1.3544 0.113
H -1.9961 -2.3706 -0.2606 0.038
H -2.2039 -0.7558 -1.0153 0.133
H 0.4300 -1.8308 0.5876 0.136
H -1.3532 1.3301 0.7352 0.209
H -0.0490 2.0392 -0.0432 0.139
H 0.4213 1.4112 1.4118 0.149
H -0.0264 0.1551 -2.0083 0.068
H 2.5278 -0.4369 0.0466 0.147
```

Formula: ClHN6
Source: OMol25
Level of theory: the ωB97M-V functional and the def2-TZVPD basis

Calculated values
- lowest unoccupied orbital energy (spin up / spin down) (eV) = -0.7 / -0.7
- 2S+1 = 1

```
8
Properties=species:S:1:pos:R:3:lowdin_charge:R:1
N 0.9251 0.1934 1.1152 -0.080
N 0.7133 -0.8730 -0.9268 -0.033
N 2.0535 0.2261 1.3671 0.187
N 1.8991 -1.1702 -0.8882 -0.178
N 0.3253 0.1578 -0.0834 -0.030
N 2.7780 -0.4184 -0.3852 -0.546
Cl 4.3809 -1.0126 -0.2504 0.545
H -0.6728 0.2765 -0.2071 0.136
```

What is the formula in the first record? C4H8NO2

Please write out number 1 again, unchanged.
Formula: C4H8NO2
Source: OMol25
Level of theory: the ωB97M-V functional and the def2-TZVPD basis

Calculated values
- SMILES = C=C[C@]([NH3+])(O)C=O
- total charge = +1
- lowest unoccupied orbital energy (eV) = -4.4
- 2S+1 = 1

```
15
Properties=species:S:1:pos:R:3:lowdin_charge:R:1
C -1.5612 -1.4712 -0.3815 0.118
C -0.3450 -1.2184 0.1161 -0.063
C 0.2940 0.0922 -0.0645 -0.340
N -0.2997 1.3453 0.6230 0.252
O 0.4865 0.7704 -1.5114 0.012
C 1.7197 0.1091 0.4100 -0.108
O 1.9550 0.8312 1.3544 0.113
H -1.9961 -2.3706 -0.2606 0.038
H -2.2039 -0.7558 -1.0153 0.133
H 0.4300 -1.8308 0.5876 0.136
H -1.3532 1.3301 0.7352 0.209
H -0.0490 2.0392 -0.0432 0.139
H 0.4213 1.4112 1.4118 0.149
H -0.0264 0.1551 -2.0083 0.068
H 2.5278 -0.4369 0.0466 0.147
```

Which value of 2S+1 does entry 2 give? 1